{"formula": "C76H168ClF4N10O8S4", "method": "ωB97M-V with the def2-TZVPD basis set", "total_charge": 5, "e_homo_ev": -16.33, "e_lumo_ev": -7.8050, "gap_ha": 0.3134, "multiplicity": 1, "energy_ev": -179507.858, "elements": ["C", "C", "C", "C", "N", "C", "C", "C", "C", "C", "H", "H", "H", "H", "H", "H", "H", "H", "H", "H", "H", "H", "H", "H", "H", "H", "H", "H", "H", "H", "C", "C", "C", "C", "N", "C", "C", "C", "C", "C", "H", "H", "H", "H", "H", "H", "H", "H", "H", "H", "H", "H", "H", "H", "H", "H", "H", "H", "H", "H", "C", "C", "C", "C", "N", "C", "C", "C", "C", "C", "H", "H", "H", "H", "H", "H", "H", "H", "H", "H", "H", "H", "H", "H", "H", "H", "H", "H", "H", "H", "C", "C", "C", "C", "N", "C", "C", "C", "C", "C", "H", "H", "H", "H", "H", "H", "H", "H", "H", "H", "H", "H", "H", "H", "H", "H", "H", "H", "H", "H", "C", "C", "C", "C", "N", "C", "C", "C", "C", "C", "H", "H", "H", "H", "H", "H", "H", "H", "H", "H", "H", "H", "H", "H", "H", "H", "H", "H", "H", "H", "C", "C", "C", "C", "N", "C", "C", "C", "C", "C", "H", "H", "H", "H", "H", "H", "H", "H", "H", "H", "H", "H", "H", "H", "H", "H", "H", "H", "H", "H", "C", "C", "C", "C", "N", "C", "C", "C", "C", "C", "C", "C", "H", "H", "H", "H", "H", "H", "H", "H", "H", "H", "H", "H", "H", "H", "H", "H", "H", "H", "H", "H", "H", "H", "H", "H", "C", "C", "C", "C", "N", "C", "C", "C", "C", "C", "C", "C", "H", "H", "H", "H", "H", "H", "H", "H", "H", "H", "H", "H", "H", "H", "H", "H", "H", "H", "H", "H", "H", "H", "H", "H", "N", "S", "O", "O", "F", "S", "O", "O", "F", "N", "S", "O", "O", "F", "S", "O", "O", "F", "Cl"], "coordinates": [[6.097915, -0.251842, -2.892677], [5.672631, 1.062990, -3.535754], [4.908122, 0.835760, -4.896717], [4.411643, 2.131156, -5.577385], [3.197850, 1.973971, -6.430651], [2.651447, 3.378686, -6.767724], [1.174859, 3.209971, -7.063621], [0.748493, 1.963687, -6.323288], [2.032346, 1.346269, -5.713508], [3.471017, 1.155600, -7.625349], [6.883532, -0.798790, -3.460556], [5.233156, -0.929445, -2.728719], [6.498247, -0.122789, -1.870597], [6.612891, 1.616567, -3.716274], [5.067395, 1.705900, -2.901935], [4.028313, 0.230173, -4.593956], [5.451232, 0.190185, -5.614567], [5.266004, 2.572739, -6.148698], [4.098337, 2.830266, -4.796616], [3.313276, 3.811951, -7.580387], [2.874930, 3.949357, -5.850792], [1.024910, 3.183071, -8.128310], [0.608167, 4.048450, -6.680370], [0.236841, 1.261173, -6.962095], [0.067176, 2.173698, -5.483141], [2.094917, 0.273660, -5.963019], [2.113609, 1.552982, -4.615852], [4.241052, 1.645012, -8.198682], [2.515187, 1.145966, -8.091258], [3.677027, 0.135487, -7.457107], [1.773408, 5.273771, 2.957912], [2.812364, 5.883606, 2.052910], [3.591209, 4.871132, 1.167756], [4.579733, 3.914750, 1.895468], [5.306820, 2.956875, 0.998110], [6.331776, 2.152441, 1.712882], [7.546905, 2.012211, 0.756522], [7.253810, 2.907534, -0.429240], [6.057908, 3.815302, 0.010146], [4.356916, 2.049157, 0.304322], [2.216368, 4.501657, 3.610037], [0.989535, 4.818999, 2.355124], [1.298942, 5.975361, 3.624426], [3.583901, 6.311721, 2.662115], [2.393937, 6.664644, 1.411698], [4.188275, 5.559587, 0.583496], [2.923623, 4.252989, 0.548005], [4.032286, 3.356388, 2.622330], [5.327462, 4.511104, 2.380251], [5.949894, 1.182473, 1.965261], [6.696052, 2.741427, 2.584919], [7.669528, 0.998938, 0.454683], [8.439158, 2.347608, 1.320485], [6.901135, 2.328920, -1.282029], [8.102932, 3.525970, -0.780537], [5.365251, 4.081904, -0.768817], [6.276401, 4.722177, 0.512925], [3.708397, 2.628013, -0.393905], [3.730087, 1.497079, 0.993297], [5.005284, 1.362278, -0.262504], [-2.305052, -5.287630, -2.274460], [-3.741231, -4.887144, -2.489963], [-4.494944, -5.990198, -3.230130], [-4.397213, -7.296248, -2.539274], [-5.022266, -8.426496, -3.344119], [-4.705565, -9.766056, -2.734285], [-4.825086, -10.786915, -3.810099], [-4.154336, -10.069414, -4.973544], [-4.346190, -8.566375, -4.713723], [-6.441432, -8.153950, -3.451647], [-2.197783, -6.218083, -1.725561], [-1.778128, -4.476558, -1.770813], [-1.810194, -5.474901, -3.248884], [-3.749081, -3.977247, -3.106654], [-4.231615, -4.704044, -1.518314], [-4.118837, -6.093621, -4.280899], [-5.497131, -5.598260, -3.303771], [-4.948628, -7.294671, -1.616880], [-3.372827, -7.602306, -2.373878], [-5.408360, -9.929429, -1.940315], [-3.673935, -9.777317, -2.379686], [-5.826609, -11.199684, -3.949267], [-4.157412, -11.590256, -3.515622], [-4.533317, -10.394509, -5.950239], [-3.062469, -10.312451, -5.005162], [-4.931534, -8.129158, -5.508001], [-3.418244, -8.048704, -4.550244], [-6.951195, -8.261976, -2.493714], [-6.863571, -8.882029, -4.173143], [-6.633393, -7.189303, -3.872401], [-4.243717, -1.711065, 1.730551], [-5.155937, -2.509777, 2.605933], [-4.848274, -3.978492, 2.787384], [-3.614031, -4.177903, 3.818117], [-3.349042, -5.586935, 4.224844], [-4.518056, -6.213584, 4.960473], [-3.912338, -7.384437, 5.711646], [-2.494634, -6.991199, 6.124603], [-2.181048, -5.767561, 5.263827], [-2.995082, -6.330351, 2.976759], [-4.536489, -0.680784, 1.788430], [-4.198468, -2.062850, 0.705687], [-3.168136, -1.731720, 2.022330], [-6.193616, -2.596742, 2.217650], [-5.321688, -1.962629, 3.561035], [-4.671662, -4.421448, 1.795536], [-5.744759, -4.448794, 3.238823], [-3.870645, -3.530548, 4.672236], [-2.715575, -3.740315, 3.403572], [-5.357943, -6.449696, 4.291778], [-4.869732, -5.496483, 5.680250], [-3.892517, -8.237762, 5.051105], [-4.493540, -7.769782, 6.576076], [-1.806675, -7.821205, 5.869950], [-2.464569, -6.668458, 7.162118], [-1.266581, -5.739578, 4.610029], [-2.153206, -4.832961, 5.811410], [-2.227398, -5.717760, 2.513179], [-3.871910, -6.414046, 2.337850], [-2.559236, -7.303551, 3.187775], [-2.764385, -0.389526, 4.918279], [-1.871835, -0.705981, 6.101840], [-0.478923, 0.059401, 6.157243], [-0.787933, 1.566884, 6.312577], [0.462905, 2.371783, 6.697769], [1.072741, 2.137947, 8.081317], [1.862198, 3.418718, 8.409174], [1.269364, 4.502630, 7.500261], [0.062604, 3.881246, 6.790752], [1.470223, 2.141990, 5.679485], [-3.872363, -0.485182, 5.045868], [-2.503564, -1.072834, 4.089364], [-2.652257, 0.667882, 4.589975], [-1.624379, -1.756200, 5.994436], [-2.191182, -0.712274, 7.141280], [0.179307, -0.082883, 5.293724], [-0.025356, -0.159921, 7.125995], [-1.530130, 1.682435, 7.087517], [-1.150399, 2.119927, 5.420537], [1.616063, 1.200940, 7.984123], [0.241451, 2.081779, 8.779910], [2.935493, 3.236322, 8.183508], [1.829798, 3.690550, 9.464402], [2.004708, 4.949292, 6.843422], [0.902487, 5.335642, 8.150375], [-0.156083, 4.272735, 5.793414], [-0.825004, 3.883206, 7.426283], [1.902746, 1.130707, 5.816013], [2.264488, 2.878203, 5.758057], [0.993122, 2.287516, 4.693199], [8.576243, -8.958667, -1.625635], [7.301243, -8.437016, -0.885732], [6.898111, -7.006947, -1.261089], [5.468615, -6.629284, -0.684918], [4.846295, -5.294397, -1.190991], [3.415379, -5.047112, -0.639712], [2.844547, -3.986459, -1.585261], [3.732233, -3.968062, -2.896370], [4.611801, -5.192028, -2.658467], [5.792165, -4.182451, -0.771795], [8.435827, -10.048070, -1.775241], [9.459147, -8.752538, -0.988032], [8.775385, -8.563652, -2.615187], [7.567183, -8.364933, 0.154332], [6.395141, -9.086119, -0.995173], [6.819761, -6.824532, -2.346397], [7.713985, -6.367045, -0.900780], [5.381635, -6.590086, 0.374715], [4.741495, -7.292836, -1.109344], [3.349714, -4.649656, 0.359969], [2.970635, -6.046008, -0.706973], [2.772113, -2.956833, -1.106806], [1.855779, -4.235239, -1.922798], [4.281964, -3.031630, -2.816470], [3.180235, -4.001652, -3.844079], [5.561555, -5.154562, -3.158077], [4.118290, -6.119718, -2.913234], [6.764313, -4.285066, -1.279299], [6.008068, -4.179071, 0.302020], [5.401255, -3.207594, -1.062517], [-6.293764, 6.691615, -1.460194], [-5.851305, 8.087678, -1.960386], [-4.610604, 8.767299, -1.284120], [-3.500226, 7.736486, -1.292437], [-2.171825, 8.288402, -0.628129], [-1.593805, 9.515438, -1.302811], [-0.466057, 8.944561, -2.245594], [-0.571690, 7.417583, -2.194498], [-1.167714, 7.121460, -0.770767], [-2.581061, 8.560789, 0.794060], [-1.389991, 8.717475, 1.706892], [-1.744562, 9.354017, 3.055597], [-5.623001, 5.881813, -1.762530], [-7.169943, 6.559221, -2.022092], [-6.497502, 6.616270, -0.403433], [-6.645894, 8.848639, -1.978472], [-5.571443, 7.966252, -3.000978], [-4.948831, 9.092076, -0.282330], [-4.204372, 9.650403, -1.792095], [-3.194965, 7.451126, -2.318102], [-3.613995, 6.897889, -0.649708], [-1.192811, 10.151024, -0.467426], [-2.344982, 10.026626, -1.859905], [0.456971, 9.306634, -1.752203], [-0.514107, 9.293239, -3.284253], [0.310566, 6.804775, -2.417278], [-1.192682, 7.045157, -3.013521], [-0.463323, 7.038318, 0.020097], [-1.808158, 6.237665, -0.684290], [-3.193111, 7.714461, 1.075045], [-3.122001, 9.503922, 0.767707], [-0.528235, 9.292440, 1.236255], [-0.925541, 7.757250, 1.900416], [-0.859227, 9.332429, 3.703755], [-2.379591, 8.627150, 3.555766], [-2.252721, 10.298122, 2.986631], [-4.524512, 2.377582, -3.414218], [-3.192012, 3.098070, -3.396674], [-1.862385, 2.461628, -2.797984], [-2.329234, 1.665445, -1.609468], [-1.287345, 0.981128, -0.734123], [-1.953791, 0.270363, 0.411427], [-0.945387, 0.462371, 1.564652], [0.145932, 1.441747, 1.132909], [-0.546971, 2.096571, -0.060567], [-0.510709, 0.094294, -1.670053], [-1.309245, -0.983890, -2.359359], [-0.387863, -2.045077, -2.927547], [-4.670732, 1.588000, -4.149646], [-5.286168, 3.151521, -3.584514], [-4.860857, 2.016385, -2.424584], [-3.363896, 4.033949, -2.866949], [-2.888903, 3.438802, -4.371782], [-1.146035, 3.221946, -2.439071], [-1.341486, 1.897459, -3.574206], [-3.022126, 0.913211, -1.995754], [-2.826820, 2.328139, -0.921803], [-2.013013, -0.804098, 0.201563], [-2.887403, 0.791246, 0.622434], [-0.536533, -0.528545, 1.860260], [-1.444648, 0.883081, 2.444705], [1.043687, 0.939892, 0.878667], [0.397255, 2.192426, 1.894523], [0.113519, 2.574847, -0.764892], [-1.295801, 2.848347, 0.268025], [0.300739, -0.414049, -1.118976], [-0.018801, 0.744532, -2.389349], [-1.924423, -0.521909, -3.124008], [-1.961600, -1.533007, -1.649837], [-0.917736, -2.773296, -3.531186], [0.141004, -2.528323, -2.112804], [0.309730, -1.538162, -3.592703], [-3.107994, 3.672147, 2.770778], [-1.837606, 4.278270, 3.319792], [-0.905669, 3.216972, 3.652533], [-1.995239, 5.392560, 4.185017], [-1.173575, 4.859166, 1.972172], [-4.264553, 4.228198, 1.914223], [-3.873936, 5.380201, 1.071110], [-5.646985, 4.028718, 2.339460], [-3.985708, 3.054611, 0.667167], [1.309557, -2.229166, 1.866127], [2.474483, -1.387232, 1.420698], [3.077969, -0.620088, 2.508694], [2.376079, -0.746650, 0.111491], [3.654264, -2.510219, 1.251772], [0.098073, -3.238894, 1.679130], [-1.092442, -2.744915, 1.019972], [-0.014786, -4.003199, 2.864128], [0.775006, -4.284589, 0.750851], [2.295374, 2.717578, -2.572363]], "forces_ev_per_a": [[-0.2, -0.8, 0.6], [0.9, 0.2, -1.5], [-0.7, -0.6, 0.6], [1.2, 0.0, 1.1], [0.1, 0.3, 0.6], [1.8, 0.3, -0.3], [0.3, 0.6, 0.1], [0.1, -0.7, 1.0], [-0.3, -0.7, 0.4], [-0.6, 1.5, -0.5], [-0.6, 0.4, 0.2], [0.3, 0.3, -0.3], [0.0, 0.3, -0.4], [-0.4, 0.0, -0.1], [-0.3, -0.2, 0.2], [0.3, 0.3, -0.2], [0.1, 0.4, 0.5], [-1.0, -0.2, 0.1], [0.2, -0.1, 0.0], [-1.0, -0.5, 0.8], [-0.5, -0.2, -0.4], [-0.3, -0.2, -0.4], [0.1, 0.4, -0.1], [-0.1, -0.2, -0.3], [0.2, 0.1, -0.4], [-0.1, 0.4, 0.6], [0.0, -0.1, -0.9], [0.1, 0.0, -0.4], [-0.5, 0.1, -1.3], [0.7, -1.0, 0.9], [-0.1, -0.8, -0.1], [0.6, -1.0, 0.1], [0.0, -0.2, 0.0], [-1.2, 0.8, -0.1], [-0.8, 1.0, 0.1], [1.6, 0.8, 0.4], [0.1, 0.9, 1.0], [-0.6, 1.5, -0.6], [0.5, -1.7, -0.7], [0.0, 0.1, -1.4], [-0.1, 0.1, -0.3], [0.0, -0.2, 0.1], [-0.1, 0.5, 0.1], [0.4, 0.8, 0.4], [0.1, -0.2, 0.1], [0.1, -0.3, -0.8], [0.1, 0.5, -0.1], [-0.2, -0.6, 0.6], [0.5, 0.2, 0.4], [-0.5, -0.2, 0.5], [-0.7, -0.6, -0.4], [0.3, -0.8, -0.2], [-0.4, -0.4, -0.5], [0.1, -0.1, -0.1], [-0.4, -0.4, 0.3], [-0.1, -0.1, -0.5], [0.9, 0.7, 0.5], [0.6, -0.6, 0.3], [0.2, -0.1, 0.4], [-0.6, 0.1, 0.0], [0.8, 0.2, -0.5], [0.2, -0.4, -0.1], [0.2, 1.3, -1.2], [-0.4, -1.2, -0.4], [1.5, 0.3, -0.3], [-0.7, 0.1, 0.7], [0.7, -0.6, -0.1], [0.7, -0.3, -0.8], [-0.1, -0.4, 0.1], [-1.7, -1.6, -0.9], [0.1, 0.1, 0.4], [0.2, -0.2, 0.1], [-0.2, 0.2, 0.4], [-0.3, -0.2, 0.4], [0.1, 0.2, -0.4], [-0.2, 0.3, 0.9], [-0.6, -0.3, -0.1], [-0.1, 0.0, 0.7], [0.1, 0.0, 0.1], [-0.1, 0.0, 0.7], [-0.1, 0.5, 0.1], [0.1, 0.3, -0.2], [-0.3, -0.5, 0.0], [-0.1, 0.3, 0.3], [-0.9, 0.2, 0.2], [-0.2, 0.5, 0.1], [0.5, 0.1, -0.6], [0.2, 0.0, 0.0], [0.0, 0.3, 0.6], [0.1, 0.5, -0.1], [1.4, -0.1, 0.0], [-1.7, -0.1, 0.6], [1.3, -0.8, 1.7], [-1.6, 1.2, -0.8], [-0.1, -0.7, 0.7], [-0.1, -0.2, 0.3], [-0.7, -1.1, 0.3], [0.3, 0.2, -1.0], [0.6, 1.1, -1.9], [0.2, 0.1, 0.1], [-0.2, 0.6, -0.4], [-0.4, 0.0, -0.4], [-0.7, -0.1, 0.3], [0.6, 0.8, -0.3], [0.3, -0.6, -0.3], [0.1, 0.0, 0.4], [0.5, 0.1, -0.3], [0.1, -0.7, 0.1], [0.4, -0.2, -0.2], [0.5, 0.0, 0.1], [-0.1, 0.7, 0.2], [0.2, -0.3, -0.3], [0.1, 0.7, -0.5], [-0.2, 0.6, 0.7], [0.3, -0.4, 0.1], [-0.7, -0.4, 0.9], [-0.2, 0.1, 0.3], [0.0, -0.1, -0.3], [0.1, -0.1, 0.1], [-0.2, 0.0, 0.2], [-1.0, 0.9, -0.5], [2.1, -0.7, 0.3], [-1.7, 1.2, 0.0], [0.6, 0.3, -0.4], [-1.4, 1.1, 0.9], [-0.8, 0.3, -0.4], [1.3, -0.8, -0.7], [-0.9, 1.2, 1.1], [1.0, -0.9, 0.0], [0.7, -0.2, -1.2], [0.9, -0.2, 0.4], [0.0, 0.6, 0.2], [0.1, -0.7, 0.0], [0.3, -0.4, 0.0], [-1.0, 0.7, -0.2], [-0.2, -0.4, 0.3], [0.4, -0.7, -0.4], [-0.1, 0.2, 0.5], [0.2, -0.8, 0.4], [0.1, 0.1, 0.6], [-0.1, -0.5, 0.0], [-0.6, 0.3, 0.1], [-0.2, -0.2, -0.1], [0.0, -0.1, -0.3], [0.3, -0.5, -0.7], [0.0, -0.2, 0.2], [0.0, 0.1, -0.2], [-0.3, 0.6, -0.3], [0.1, 0.0, 0.2], [0.3, -0.3, 0.4], [-0.5, -0.7, 0.7], [-0.5, 0.1, -0.9], [-0.9, 1.0, -0.1], [0.4, 0.6, -2.0], [1.1, 1.5, 1.7], [0.6, 0.0, -1.0], [-0.3, 1.0, -0.8], [-0.1, 0.0, 1.7], [0.3, -0.1, -0.3], [0.4, 0.3, -0.2], [0.5, 0.6, 0.3], [-0.4, -0.3, -0.5], [-0.3, 0.4, -0.1], [-0.2, -0.4, 0.6], [1.0, 0.2, 0.0], [0.2, -0.4, 0.2], [-0.4, 0.2, 0.0], [0.1, -0.1, 0.9], [-0.2, -1.0, 0.1], [0.7, -0.4, 0.5], [-0.3, 0.4, 0.0], [0.3, -1.4, -0.6], [-0.7, -0.3, 0.3], [0.3, -0.2, -0.6], [0.1, -0.1, 0.4], [0.4, 0.0, -0.3], [-0.3, -0.2, -0.4], [-0.5, -0.3, 0.0], [-0.5, -0.3, -0.2], [-0.2, -0.2, 0.2], [1.0, 1.1, -0.2], [1.1, 0.9, -0.2], [-0.6, -1.0, 0.3], [1.8, 1.5, 0.0], [-0.6, -0.7, -0.1], [1.3, -1.1, 0.4], [0.5, 0.5, 1.0], [-0.3, -0.9, 0.7], [-1.5, 0.5, -2.1], [1.1, 0.5, -0.2], [1.6, 0.9, 0.0], [0.4, -1.7, 0.1], [0.2, 0.2, 0.1], [-1.5, -0.7, -0.4], [-0.1, 0.1, 0.3], [0.0, -0.6, 0.3], [-0.1, -0.1, -0.4], [0.5, -0.3, -0.3], [-0.8, -0.1, -0.2], [-0.4, 0.1, 0.5], [-0.9, -0.9, 0.0], [-0.4, -0.4, -1.2], [-0.6, 0.4, -0.1], [-0.1, -0.4, -0.7], [0.0, 0.2, 0.5], [0.4, 0.7, 0.6], [-0.7, 0.2, 0.3], [0.7, 0.6, 0.5], [0.4, -0.1, -0.2], [-0.3, 0.1, 0.4], [-0.3, -0.2, 0.1], [-1.2, -0.3, 0.3], [-0.1, -0.4, 0.2], [-0.1, 0.7, -0.3], [-0.6, 0.2, 0.2], [0.1, 0.5, 0.1], [-0.9, 0.2, 0.7], [1.5, 0.6, 0.5], [-0.7, 0.4, 0.2], [-0.2, -0.8, -0.1], [-1.3, 0.7, -1.5], [1.3, -0.1, 0.4], [0.0, -0.8, 1.4], [-1.1, 0.7, -0.1], [0.9, 0.3, 0.3], [1.4, -0.5, 1.1], [-0.9, -0.5, 0.6], [0.2, 0.8, -0.5], [0.2, 0.0, 0.0], [0.2, -0.2, -0.5], [0.5, -0.1, -0.3], [0.1, 0.1, 0.3], [-0.2, 0.0, -0.7], [-0.4, 0.0, -0.5], [-0.1, -0.3, 0.2], [0.1, -0.1, 0.6], [-0.5, 0.1, 0.0], [-0.6, 0.6, -0.1], [-0.1, -0.3, -0.2], [-0.2, 0.8, -0.1], [-0.1, -0.2, -0.2], [0.8, -0.3, -0.6], [-0.3, -0.3, -0.1], [0.4, 0.0, -0.3], [0.3, -0.6, -0.1], [-0.3, 0.5, 0.2], [0.1, 0.1, 0.1], [-0.2, -0.2, -0.3], [0.0, 0.6, -0.3], [-0.2, -0.2, 0.1], [0.2, -0.2, 0.0], [0.4, -0.2, 0.0], [-1.7, -1.0, 0.9], [1.6, 0.0, -0.6], [-0.7, 0.8, 0.2], [0.3, 0.0, 0.1], [-0.1, 0.2, 0.3], [-0.9, 0.5, -4.3], [-1.0, -1.3, 2.3], [3.4, 0.3, -0.5], [-1.0, 0.6, 1.3], [-2.4, -0.8, 0.3], [2.4, 1.3, 0.3], [-1.5, -0.6, -1.5], [0.1, -1.1, 1.3], [-0.7, 0.2, -0.5], [1.8, 1.4, 0.2], [1.4, -0.5, 0.4], [-1.1, 0.0, 1.0], [0.0, -0.4, -1.5], [-0.1, 0.0, 0.1]]}